C35H57Cl2FeN4O2 | ωB97M-V/def2-TZVPD

Geometry (Å):
Fe -1.509 -0.509 -0.914
Cl -0.720 -0.968 -3.361
Cl 0.463 -3.714 -3.240
O -1.023 1.349 -1.310
O -1.880 -0.252 0.897
N 0.264 -0.598 -0.249
N -3.470 -0.270 -1.638
N -2.040 -2.253 -0.717
N -2.845 0.182 -4.951
C -0.371 3.194 -3.672
C -1.740 -0.336 -4.624
C 0.941 2.729 -1.576
C 2.235 2.876 -1.135
C 1.170 4.926 -2.817
C -0.637 -2.677 -3.963
C 0.774 -0.478 -4.003
C 2.387 -4.511 2.743
C 1.020 -2.425 2.935
C -3.924 -1.612 -2.071
C 3.380 -2.443 3.747
C -0.901 4.418 -1.541
C 5.287 2.410 -0.960
C 0.222 3.804 -2.391
C 4.831 1.255 1.201
C -2.707 0.480 3.742
C -3.415 -2.597 -1.039
C 1.677 -3.754 4.998
C 4.306 2.300 0.216
C 2.097 -3.276 3.608
C -0.980 -0.911 1.656
C 2.310 0.751 -0.030
C 2.925 1.935 -0.315
C -3.997 0.589 -4.062
C -0.187 -2.106 3.553
C -3.685 -1.686 2.924
C 0.254 -1.183 1.048
C -3.840 0.837 -2.555
C 1.004 0.505 -0.512
C 4.226 3.651 0.944
C 0.277 1.539 -1.189
C -2.516 -1.043 3.687
C -2.527 -1.581 5.118
C 1.238 -1.939 1.647
C -1.208 -1.357 2.962
H 3.966 4.468 0.270
H 5.369 1.458 -1.487
H 3.483 3.619 1.743
H 3.766 -2.137 2.773
H -3.892 -0.091 -0.726
H 1.496 -2.918 5.676
H 2.149 -2.159 1.106
H -4.845 1.179 -2.290
H -0.358 -2.477 4.551
H 2.792 -0.013 0.560
H -1.897 0.945 4.309
H 4.987 0.287 0.720
H -1.712 -1.166 5.712
H -0.979 3.937 -4.191
H 1.491 -5.126 2.636
H 5.194 3.886 1.389
H 4.157 -3.025 4.246
H 3.166 -5.120 3.205
H -3.553 -2.770 2.864
H 4.151 1.121 2.044
H -3.465 -1.298 5.598
H 0.776 -4.370 4.957
H 1.628 -1.140 -4.053
H -1.897 -1.270 -2.721
H -2.458 -2.670 5.145
H -5.004 -1.665 -2.228
H -4.791 -0.138 -4.245
H -1.596 3.658 -1.187
H -3.516 -3.613 -1.432
H -2.718 0.912 2.743
H 2.767 3.777 -1.404
H 0.629 5.629 -3.452
H -1.454 5.153 -2.130
H -4.625 -1.488 3.444
H -0.820 0.265 -2.759
H -3.443 -1.846 -3.028
H -0.484 4.927 -0.670
H -4.325 1.555 -4.451
H 0.423 2.876 -4.353
H -1.666 -2.825 0.031
H -3.142 1.656 -2.377
H -1.188 -3.082 -4.802
H 1.549 5.485 -1.961
H -0.075 -1.398 -2.223
H -3.650 0.721 4.237
H -3.753 -1.285 1.914
H -3.100 0.165 -5.939
H 5.793 1.583 1.596
H 0.888 0.518 -4.411
H 2.018 4.545 -3.391
H -4.046 -2.535 -0.140
H 4.973 3.170 -1.678
H 3.195 -1.544 4.337
H 6.279 2.685 -0.596
H 2.729 -4.234 1.744
H -1.004 2.334 -3.447
H 2.474 -4.361 5.428

Properties
expectation value of S²	6.14
ΔE to the lowest compared entry with this formula, charge and spin	2189.1	kJ/mol
LUMO level (alpha / beta)	-0.12923 / -0.17149	Ha
2S+1	5
total charge	+1